Here is C52H70BCl2N8O2P2S3Ti as an isolated structure from the Open Molecules 2025 dataset. Energies are from the ωB97M-V functional and the def2-TZVPD basis.

Summary:
Gap between HOMO and LUMO (alpha / beta) (eV): 5.13 / 7.05
ΔE to the lowest compared entry with this formula, charge and spin (eV): 0.907
Charge: +1
Strongest force on any atom (eV/Å): 4.225
Multiplicity: 3
HOMO energy (alpha / beta) (eV): -8.060 / -9.970
Electronic energy (eV): -170995.3598

Structure (XYZ):
```
141
Properties=species:S:1:pos:R:3:lowdin_charge:R:1
Ti 0.08950 -0.70290 -0.28460 0.404
C -3.19780 4.75180 -2.04190 -0.018
C -2.75010 4.82540 -0.62430 -0.199
C -3.00210 5.87240 0.25660 0.099
C -2.54020 5.81690 1.59010 -0.197
N -1.80560 4.81820 2.02980 0.211
N -1.54010 3.85180 1.18350 0.005
B -0.84920 2.47680 1.26960 -0.826
N -1.58610 1.64770 2.30910 0.030
N -2.87190 1.98250 2.42840 0.183
C -3.52880 1.71000 3.50980 -0.211
C -2.89020 1.08810 4.61660 0.053
C -1.62210 0.60960 4.46580 -0.284
C -0.92010 -0.14930 5.53790 -0.054
C -0.97070 0.84140 3.21510 -0.591
S 0.50200 0.16560 2.81710 0.839
C -4.99570 2.06400 3.52930 -0.538
C -5.38440 2.78120 2.23440 -0.039
C -5.28920 2.97230 4.72800 -0.029
C -5.78570 0.75610 3.65340 -0.020
N 0.63570 2.63450 1.52270 -0.024
N 0.81050 3.34830 2.64310 0.181
C 1.98450 3.79420 2.98290 -0.203
C 3.10260 3.60470 2.14600 0.096
C 2.95860 2.82440 1.01500 -0.239
C 4.09370 2.52960 0.09560 -0.066
C 1.69200 2.27640 0.73430 -0.559
S 1.53920 1.17870 -0.58140 0.730
C 2.07220 4.53810 4.29550 -0.541
C 2.03630 6.04080 3.98460 -0.025
C 3.37330 4.17880 5.02320 -0.039
C 0.88440 4.16050 5.18330 -0.041
C -2.00760 3.78520 -0.07220 -0.446
S -1.43700 2.24330 -0.60040 1.094
C -2.89410 6.88790 2.59990 -0.548
C -2.41280 6.47070 3.99090 -0.048
C -4.41650 7.07140 2.63240 -0.031
C -2.23570 8.21590 2.20710 -0.030
H -3.94730 5.50340 -2.27240 0.090
H -3.59510 3.75690 -2.24130 0.090
H -2.33830 4.89460 -2.69710 0.100
H -3.56430 6.72990 -0.07760 0.129
H -3.39660 0.98410 5.56110 0.130
H -1.05480 0.33260 6.50190 0.090
H 0.13890 -0.21850 5.30970 0.042
H -1.32160 -1.15980 5.60770 0.086
H -4.83800 3.71770 2.14310 0.064
H -6.45140 2.99240 2.23680 0.092
H -5.14710 2.16460 1.36980 0.083
H -4.65250 3.85350 4.70140 0.073
H -5.12330 2.44880 5.66490 0.080
H -6.32600 3.29880 4.70400 0.092
H -5.63120 0.14500 2.76650 0.067
H -6.84710 0.97080 3.74960 0.095
H -5.46280 0.19080 4.52430 0.086
H 4.05890 4.03740 2.38300 0.127
H 4.97760 3.09610 0.37220 0.087
H 3.80730 2.77780 -0.92610 0.081
H 4.32860 1.46430 0.11510 0.076
H 2.86040 6.32620 3.33400 0.086
H 2.10890 6.61160 4.90630 0.092
H 1.10230 6.29600 3.48890 0.073
H 4.24660 4.59840 4.53050 0.078
H 3.49330 3.09880 5.08280 0.094
H 3.34220 4.57310 6.03540 0.091
H -0.05040 4.36650 4.67330 0.061
H 0.92050 4.72680 6.11030 0.091
H 0.91920 3.09990 5.41910 0.086
H -2.83780 5.51000 4.26720 0.071
H -2.71730 7.21440 4.72110 0.093
H -1.33170 6.37620 4.01250 0.061
H -4.90870 6.15130 2.93870 0.079
H -4.80900 7.36560 1.66240 0.079
H -4.66620 7.85240 3.34540 0.093
H -1.15780 8.10260 2.11770 0.088
H -2.44120 8.95610 2.97670 0.092
H -2.62800 8.58940 1.26490 0.083
Cl -6.96000 -1.59940 -0.39650 0.690
C -5.27020 -1.43870 -0.10290 -0.682
C -4.78290 -1.75410 1.16780 -0.150
C -3.43920 -1.57390 1.42530 -0.557
Cl -2.79820 -1.94170 2.98220 0.827
C -2.54540 -1.11590 0.44840 -0.337
O -1.27830 -0.94120 0.74030 -0.284
C -3.04780 -0.87750 -0.87590 -0.147
C -2.15510 -0.53520 -1.91180 -0.232
O -0.88550 -0.42050 -1.75330 -0.350
C -4.43430 -1.01860 -1.10770 -0.054
H -5.43820 -2.14090 1.93090 0.104
H -2.54850 -0.37070 -2.91760 0.134
H -4.83010 -0.80000 -2.08670 0.115
C 3.07440 -1.33640 2.30420 -0.276
P 1.94900 -1.86890 0.97030 0.935
C 3.23250 -2.27120 -0.26530 -0.392
N 4.47790 -2.25360 0.16190 0.133
C 5.46300 -2.40790 -0.74580 -0.197
C 6.80660 -2.30160 -0.34450 -0.005
C 7.80800 -2.47280 -1.26640 -0.062
C 7.50490 -2.76890 -2.60190 -0.061
C 6.20270 -2.85850 -3.02760 -0.004
C 5.15340 -2.65090 -2.11830 -0.194
N 3.86720 -2.62270 -2.53880 0.151
C 2.93650 -2.40510 -1.63480 -0.401
P 1.22530 -2.14570 -2.20290 1.034
C 1.55030 -0.86810 -3.48370 -0.229
C 0.86280 -3.71050 -3.22540 -0.671
C 1.41010 -3.59120 -4.64580 -0.094
C 1.50440 -4.93850 -2.57960 -0.083
C -0.66340 -3.83630 -3.25160 -0.088
C 1.22350 -3.51200 1.58520 -0.666
C 0.71790 -3.31670 3.01460 -0.106
C 2.26320 -4.62560 1.51950 -0.075
C 0.01600 -3.83430 0.70010 -0.102
H 3.91070 -2.03380 2.33810 0.044
H 2.55500 -1.27230 3.25490 -0.002
H 3.44510 -0.34410 2.03730 0.040
H 7.01570 -2.09040 0.69250 0.116
H 8.83880 -2.37160 -0.96260 0.109
H 8.31020 -2.92030 -3.30430 0.110
H 5.96280 -3.06910 -4.05670 0.115
H 0.68070 -0.77140 -4.13340 0.055
H 2.43500 -1.14060 -4.05860 0.045
H 1.71950 0.08710 -2.97990 -0.002
H 2.47770 -3.38560 -4.62720 0.069
H 0.89820 -2.82290 -5.21870 0.077
H 1.25720 -4.53940 -5.15750 0.092
H 2.58880 -4.85960 -2.61800 0.074
H 1.21310 -5.82850 -3.13430 0.094
H 1.20090 -5.08230 -1.54590 0.060
H -1.10790 -2.94860 -3.70240 0.078
H -1.07670 -3.95430 -2.24780 0.076
H -0.95820 -4.69920 -3.84530 0.091
H 1.53580 -3.23470 3.72610 0.081
H 0.10270 -4.16680 3.30750 0.095
H 0.10130 -2.41770 3.07730 0.011
H 3.12450 -4.38480 2.13940 0.082
H 2.60730 -4.77890 0.49700 0.069
H 1.83340 -5.55670 1.88450 0.092
H -0.82140 -3.17190 0.93680 0.060
H -0.31510 -4.85730 0.86780 0.102
H 0.26630 -3.71690 -0.35650 0.013
```